[1]
# C2HNO4S

A cluster of 2 separate species, C2HNO4S in total (the ωB97M-V functional and the def2-TZVPD basis, the Open Molecules 2025 dataset).

```
9
Properties=species:S:1:pos:R:3:forces:R:3:nbo_charge:R:1
C 0.10134 -0.76068 -0.12814 -3.166 -1.231 2.060 0.6048
C 1.65156 -1.09213 1.88719 -1.566 0.376 -2.647 0.9065
N 1.23876 -0.93838 0.76816 -0.444 0.877 -3.101 -0.6314
O -2.18443 1.43031 -0.78044 -0.731 -0.663 -0.323 -0.8635
O -0.49007 2.58594 -1.93363 0.906 0.419 -0.940 -0.8417
O -0.09961 -0.44840 -1.29717 2.656 -0.974 3.289 -0.5482
O 2.09679 -1.25225 2.91939 1.107 -0.345 2.426 -0.4538
S -1.48029 1.56904 -2.02262 -0.512 0.582 1.212 1.6979
H -0.83404 -1.09343 0.58726 1.750 0.958 -1.976 0.1295
```
Positions in Å, forces in eV/Å.

Computed properties:
* 2S+1: 1
* HOMO level: -0.4143 Ha
* frontier orbital gap: 0.38287 hartree

---

[2]
# C2HNOS

A cluster of 2 separate species, C2HNOS in total (the ωB97M-V functional and the def2-TZVPD basis, the Open Molecules 2025 dataset).

```
6
Properties=species:S:1:pos:R:3:forces:R:3:nbo_charge:R:1
C 1.35574 0.34446 -0.79039 -0.622 -0.182 0.023 0.0112
C -1.11185 -0.18303 0.64989 1.106 -3.446 6.979 0.6390
N 1.02648 0.47120 -1.89082 0.093 0.175 -0.553 -0.3921
O -1.67554 -0.75538 1.48630 0.838 1.784 -1.950 -0.3484
S 1.41966 0.05849 0.84115 -1.490 -0.070 0.605 -0.1129
H -1.01448 0.06425 -0.29611 0.076 1.740 -5.102 0.2033
```
Positions in Å, forces in eV/Å.

Computed properties:
* 2S+1: 1
* HOMO level: -0.3461 Ha
* frontier orbital gap: 0.29135 hartree

---

[3]
# C2HNOS

A cluster of 2 separate species, C2HNOS in total (the ωB97M-V functional and the def2-TZVPD basis, the Open Molecules 2025 dataset).

```
6
Properties=species:S:1:pos:R:3:forces:R:3:nbo_charge:R:1
C -0.10793 0.93467 -1.19063 -0.268 0.600 0.797 0.5367
C -0.11010 -1.17541 1.44804 0.483 -0.383 0.088 -0.2287
N 0.46709 1.55964 -1.96989 0.559 -0.330 -0.659 -0.4485
O -0.88298 0.56916 -0.24771 -0.583 -1.191 0.844 -0.6859
S 1.32106 -1.62763 1.54199 0.195 -0.236 0.305 0.3831
H -0.68714 -0.26042 0.41821 -0.386 1.540 -1.376 0.4434
```
Positions in Å, forces in eV/Å.

Computed properties:
* 2S+1: 1
* HOMO level: -0.3820 Ha
* frontier orbital gap: 0.31597 hartree

---

[4]
# C2HNOS

A cluster of 2 separate species, C2HNOS in total (the ωB97M-V functional and the def2-TZVPD basis, the Open Molecules 2025 dataset).

```
6
Properties=species:S:1:pos:R:3:forces:R:3:nbo_charge:R:1
C -0.88542 1.79547 -1.60128 1.657 -0.606 -2.738 0.6720
C -2.19229 1.66626 -0.82494 -2.015 0.504 1.562 -0.0397
N -1.00504 1.18974 -0.45581 0.053 -0.289 1.028 -0.3744
O -0.25710 1.95221 -2.60158 -0.964 0.608 1.036 -0.4536
S -3.72576 1.87451 -0.33437 1.244 -0.131 -0.903 0.1947
H -0.61247 -1.13405 -0.84872 0.024 -0.085 0.015 0.0010
```
Positions in Å, forces in eV/Å.

Computed properties:
* 2S+1: 1
* HOMO level (spin up / spin down): -0.3586 / -0.3787 Ha
* frontier orbital gap (spin up / spin down): 0.34402 / 0.26288 hartree

---

[5]
# C2HO2P

The molecule C2HO2P (the ωB97M-V functional and the def2-TZVPD basis, the Open Molecules 2025 dataset).

```
6
Properties=species:S:1:pos:R:3:forces:R:3:nbo_charge:R:1
C 0.58780 0.70059 -0.23686 0.611 0.211 0.790 0.1711
C -0.02825 -1.00926 -0.28446 0.618 -3.185 0.449 0.5275
O 1.74349 0.67252 -0.19887 1.475 0.329 -0.872 -0.4571
O 0.04565 -1.88368 0.44560 -0.323 0.710 -0.804 -0.4315
P -0.81986 1.30442 0.40997 -1.868 1.408 0.452 0.2118
H -1.52884 0.21541 -0.13539 -0.514 0.527 -0.015 -0.0218
```
Positions in Å, forces in eV/Å.

Computed properties:
* 2S+1: 1
* HOMO level: -0.3313 Ha
* frontier orbital gap: 0.29477 hartree

---

[6]
# C2HO2P

A structure of composition C2HO2P (the ωB97M-V functional and the def2-TZVPD basis, the Open Molecules 2025 dataset).

```
6
Properties=species:S:1:pos:R:3:forces:R:3:nbo_charge:R:1
C 0.37092 -0.64635 0.80537 -2.581 -0.239 -0.617 0.2369
C -0.77117 -0.58767 0.19090 5.896 -0.237 1.074 -0.2004
O 1.42414 0.00910 0.61429 1.519 1.471 -1.440 -0.6546
O -0.35707 0.73137 -1.02589 0.290 0.997 -0.883 -0.8719
P 1.05903 1.20786 -0.94901 -0.491 -1.482 1.606 1.2915
H -1.72585 -0.71432 0.36434 -4.632 -0.510 0.259 0.1985
```
Positions in Å, forces in eV/Å.

Computed properties:
* 2S+1: 1
* HOMO level: -0.3147 Ha
* frontier orbital gap: 0.25623 hartree

---

[7]
# C2HO2Sc

A structure of composition C2HO2Sc (the ωB97M-V functional and the def2-TZVPD basis, the Open Molecules 2025 dataset).

```
6
Properties=species:S:1:pos:R:3:forces:R:3:nbo_charge:R:1
O 3.71619 0.32043 0.25002 -1.202 -0.004 -0.099 -0.2059
C 2.60854 0.22390 0.13716 1.728 -0.118 0.136 0.3291
O -1.69312 0.78084 0.03970 1.643 -2.542 -0.911 -0.5184
C -1.91686 -0.41738 -0.27284 -0.131 1.843 2.035 0.0578
Sc 0.22039 -0.11790 -0.15276 -2.384 1.048 -0.200 2.0569
H -2.93513 -0.78988 -0.00127 0.345 -0.228 -0.960 0.2806
```
Positions in Å, forces in eV/Å.

Computed properties:
* total charge: +2
* 2S+1: 1
* HOMO level: -0.7583 Ha
* frontier orbital gap: 0.30738 hartree

---

[8]
# C2HO3Sn

A structure of composition C2HO3Sn (the ωB97M-V functional and the def2-TZVPD basis, the Open Molecules 2025 dataset).

```
7
Properties=species:S:1:pos:R:3:forces:R:3:nbo_charge:R:1
O 0.23509 0.45402 1.24966 0.574 0.369 -0.354 -0.4896
H 0.48450 1.29853 1.69709 -0.005 -0.366 0.616 0.5626
O -0.21500 -0.22531 -0.85447 0.228 0.471 -0.405 -0.1617
O -0.13385 -1.48393 -0.26058 0.166 3.623 4.288 -0.7080
C 0.04549 0.69242 0.00677 -1.113 0.987 0.578 0.4356
C -0.24910 2.07100 -0.35530 0.291 0.425 -0.308 0.5479
Sn -0.16713 -2.80671 -1.48318 -0.141 -5.510 -4.416 1.8132
```
Positions in Å, forces in eV/Å.

Computed properties:
* total charge: +2
* 2S+1: 2
* HOMO level (spin up / spin down): -0.7445 / -0.7885 Ha
* frontier orbital gap (spin up / spin down): 0.30049 / 0.34993 hartree

---

[9]
# C2HO3Sn

A structure of composition C2HO3Sn (the ωB97M-V functional and the def2-TZVPD basis, the Open Molecules 2025 dataset).

```
7
Properties=species:S:1:pos:R:3:forces:R:3:nbo_charge:R:1
O -2.04210 0.29959 -0.26472 -1.732 -0.316 -0.288 -0.3932
H -2.62333 1.05913 0.02768 -0.952 0.147 0.031 0.6524
O 0.91088 0.19310 -0.05538 -4.037 2.182 1.052 -0.0544
C -0.23881 -0.14688 0.16128 3.861 -1.036 0.650 0.7526
C -1.46315 -0.49649 0.54465 -1.024 1.409 -0.497 0.7215
O 1.84260 -0.75706 -0.13025 -2.512 -3.819 -0.353 -0.5783
Sn 3.61393 -0.15139 -0.28326 6.395 1.431 -0.595 1.8995
```
Positions in Å, forces in eV/Å.

Computed properties:
* total charge: +3
* 2S+1: 1
* HOMO level (spin up / spin down): -0.9741 / -0.9720 Ha
* frontier orbital gap (spin up / spin down): 0.26521 / 0.28342 hartree

---

[10]
# C2HO4

The ion C2HO4 with charge -1 (the ωB97M-V functional and the def2-TZVPD basis, the Open Molecules 2025 dataset).

```
7
Properties=species:S:1:pos:R:3:forces:R:3:nbo_charge:R:1
C -0.37835 0.25189 0.99979 2.285 -0.234 -1.639 0.7315
C 0.02917 -0.16941 -0.54558 0.725 0.731 2.396 0.2262
O 0.58859 0.46332 1.72460 0.677 0.193 0.524 -0.7464
O -1.57460 0.26536 1.20511 -1.969 -0.079 -0.111 -0.7500
O 0.75612 0.59698 -1.43224 0.229 0.691 -0.241 -0.2886
O 1.26362 -0.68569 -0.93977 0.738 0.028 0.387 -0.2875
H -0.68454 -0.72245 -1.01191 -2.686 -1.330 -1.316 0.1148
```
Positions in Å, forces in eV/Å.

Computed properties:
* total charge: -1
* 2S+1: 1
* SMILES: O=C([O-])C1OO1
* HOMO level: -0.1603 Ha
* frontier orbital gap: 0.31811 hartree

---

[11]
# C2HO4

A cluster of 2 separate species, C2HO4 in total (the ωB97M-V functional and the def2-TZVPD basis, the Open Molecules 2025 dataset).

```
7
Properties=species:S:1:pos:R:3:forces:R:3:nbo_charge:R:1
C -1.53985 0.10850 -0.43786 1.083 -0.920 -0.708 0.9930
C 0.81393 0.34711 0.19292 -0.155 0.628 -1.234 -0.0837
O -1.44515 0.00267 -1.63222 -0.396 0.550 1.707 -0.6323
O -2.06917 -0.01689 0.61722 0.178 0.457 -0.825 -0.6118
O 1.14684 -0.41901 1.33249 0.060 1.272 2.677 -0.3563
O 1.35910 -0.96342 0.07874 0.129 -2.304 -2.365 -0.3708
H 1.73429 0.94105 -0.15129 -0.899 0.317 0.748 0.0619
```
Positions in Å, forces in eV/Å.

Computed properties:
* total charge: -1
* 2S+1: 1
* HOMO level: -0.1037 Ha
* frontier orbital gap: 0.25897 hartree

---

[12]
# C2HP

A cluster of 2 separate species, C2HP in total (the ωB97M-V functional and the def2-TZVPD basis, the Open Molecules 2025 dataset).

```
4
Properties=species:S:1:pos:R:3:forces:R:3:nbo_charge:R:1
C 0.38102 0.05012 -0.63702 -0.318 -3.459 3.512 -0.8863
C 0.64216 1.00954 -1.39343 0.514 1.711 -1.497 0.1635
P 0.29215 -0.99116 0.71494 -2.969 3.592 -1.255 0.7418
H -1.31534 -0.06849 1.31552 2.772 -1.844 -0.760 -0.0190
```
Positions in Å, forces in eV/Å.

Computed properties:
* 2S+1: 1
* HOMO level: -0.3645 Ha
* frontier orbital gap: 0.25885 hartree

---

no.,E (eV),strongest force on any atom (eV/Å)
1,-22603.8161,4.3
2,-16460.1598,7.9
3,-16459.3558,2.1
4,-16457.2103,3.3
5,-15470.6578,3.3
6,-15469.6110,6.0
7,-26863.6386,3.2
8,-14034.7481,7.1
9,-14014.6797,6.6
10,-10277.9960,3.3
11,-10276.3108,3.3
12,-11371.9828,4.9